26
Properties=species:S:1:pos:R:3:mulliken_charge:R:1 method="wB97M-V/def2-TZVPD" mol_weight_g_mol=170.2 homo_lumo_gap_ev=8.81 charge=+2 total_energy_ev=-15577.6149 e_lumo_ev=-6.99
C 0.4044 1.0427 0.1207 0.738
C 1.0077 0.0564 -0.5795 -0.866
C -1.0279 -0.6247 -0.2511 0.924
C -2.1751 -2.8021 -0.5338 -0.918
C -2.2169 -1.4434 -0.2046 0.616
C -3.5615 -0.8125 0.0874 -1.293
C 0.8170 2.4097 0.6828 -0.769
C 2.9890 -1.5190 0.3071 -0.190
N 4.2287 -1.1782 0.2146 -0.158
N 0.1202 3.4550 -0.2013 -0.331
O -0.9523 0.5683 0.2675 -0.380
O 0.0842 -0.9798 -0.7537 -0.127
H -3.0949 -3.4020 -0.6735 0.330
H -1.2357 -3.3048 -0.7623 0.282
H -4.1848 -1.3562 0.7985 0.381
H -4.2275 -1.0176 -0.8041 0.356
H -3.4601 0.2211 0.3103 0.342
H 1.8916 2.2574 0.5731 0.314
H 0.6134 2.6279 1.7124 0.401
H 2.4360 -2.0431 -0.4439 0.369
H 2.3884 -1.1976 1.1903 0.316
H 4.7919 -1.3842 -0.6199 0.296
H 4.6770 -0.6321 0.8526 0.252
H -0.9341 3.4319 -0.0932 0.366
H 0.3785 3.1759 -1.1470 0.390
H 0.2429 4.4511 -0.0495 0.359

---

27
Properties=species:S:1:pos:R:3:mulliken_charge:R:1 method="wB97M-V/def2-TZVPD" mol_weight_g_mol=202.3 homo_lumo_gap_ev=9.25 total_energy_ev=-26428.9670 e_lumo_ev=0.41
C 2.7131 0.2117 -0.5451 0.544
C 1.6044 1.3602 -0.8005 -1.020
C -0.2925 -0.0529 -1.5744 -0.585
C -1.7989 0.1469 -1.4746 -0.591
C -2.2883 0.3198 -0.0566 -0.872
C -1.2707 -0.0782 0.8894 -0.393
C -1.2729 -1.7525 0.9901 -0.485
C 0.0645 0.6119 0.7622 0.342
H 3.8103 -0.8218 1.3517 0.322
H 2.4451 0.7109 1.4321 0.318
H 1.7337 1.7760 -1.8659 0.426
H 1.7927 2.1654 -0.1367 0.450
H -0.2177 -1.2471 -1.3363 0.084
H 0.3095 0.0719 -2.5143 0.446
H -2.3294 -0.7545 -1.9346 0.263
H -2.1940 0.9927 -2.1820 0.305
H -3.1529 -0.1257 0.3168 0.510
H -2.4599 1.5267 0.1666 0.251
H -1.4340 0.4277 1.7999 0.683
H -2.2440 -1.9529 1.5733 0.368
H -1.2571 -2.4600 -0.0055 0.341
H 0.1666 -0.5176 2.6597 0.236
N 2.9060 -0.1010 0.7824 -0.451
N 0.4287 0.7750 -0.5770 0.221
O 3.1094 -0.4243 -1.5464 -0.647
O 0.8910 1.1649 1.6260 -0.814
S 0.2371 -1.9731 2.1999 -0.252

---

29
Properties=species:S:1:pos:R:3:mulliken_charge:R:1 method="wB97M-V/def2-TZVPD" mol_weight_g_mol=218.2 homo_lumo_gap_ev=10.00 total_energy_ev=-21736.4224 e_lumo_ev=0.54
C -2.7495 -1.2744 1.1580 -0.731
O -1.3487 -1.1898 0.9582 -0.440
C -0.8763 -0.1818 0.1093 1.288
O -1.4485 -0.2693 -1.1888 -0.474
C -1.2422 -1.4958 -1.8674 -0.859
C 0.6389 -0.4060 0.0462 0.234
N 0.9650 -1.6337 0.1258 -0.177
O 2.2147 -2.0893 0.0123 -0.464
C 1.4436 0.7933 -0.2533 0.204
N 2.6490 1.0977 0.0075 -0.535
O 3.4370 0.1875 0.7292 -0.442
C 0.6569 1.8638 -0.9444 -0.779
C -0.3767 2.3674 0.0596 -0.945
C -1.2620 1.2357 0.6269 -0.188
O -2.6168 1.4983 0.3601 -0.616
H -3.2891 -1.2950 0.2077 0.279
H -2.9007 -2.2141 1.6854 0.322
H -3.1228 -0.4451 1.7634 0.247
H -2.0802 -1.6109 -2.5538 0.341
H -1.2105 -2.3264 -1.1617 0.387
H -0.3058 -1.4718 -2.4329 0.246
H 2.8943 -1.3842 0.1040 0.444
H 4.2786 0.6482 0.8526 0.377
H 0.1580 1.4501 -1.8216 0.299
H 1.3227 2.6709 -1.2478 0.397
H 0.1409 2.8713 0.8766 0.315
H -1.0342 3.0948 -0.4188 0.365
H -1.1728 1.2050 1.7184 0.497
H -2.7813 1.2372 -0.5561 0.407

---

30
Properties=species:S:1:pos:R:3:mulliken_charge:R:1 method="wB97M-V/def2-TZVPD" mol_weight_g_mol=234.2 homo_lumo_gap_ev=10.21 smiles="C[C@@H](O)[C@H](NC(=O)[C@@H](N)CC(=O)O)C(=O)O" total_energy_ev=-23789.4059 e_lumo_ev=0.28
C 3.6290 -1.3050 -0.2787 -1.270
C 2.1222 -1.2328 -0.0289 0.034
O 1.9120 -2.1816 1.0337 -0.577
C 1.6626 0.2203 0.4122 -0.270
N 0.3649 0.2287 1.0463 -0.089
C -0.7312 -0.0286 0.3123 0.104
O -0.6280 -0.7528 -0.6925 -0.804
C -2.0403 0.5176 0.7785 0.752
N -1.8021 1.8695 1.3554 -0.807
C -3.0258 0.5864 -0.3602 -0.848
C -3.7661 -0.6726 -0.6312 0.520
O -4.9682 -0.7341 -0.4952 -0.589
O -2.9848 -1.7334 -0.9791 -0.560
C 1.6803 1.2775 -0.6448 0.504
O 0.8478 2.1782 -0.7620 -0.594
O 2.7723 1.2084 -1.4166 -0.405
H 3.9488 -0.8116 -1.2244 0.287
H 3.8123 -2.4393 -0.3550 0.335
H 4.1078 -0.9392 0.6185 0.360
H 1.4954 -1.5203 -0.8914 0.290
H 0.9265 -2.2898 1.0560 0.361
H 2.3790 0.4898 1.1898 0.642
H 0.2490 0.9304 1.7833 0.405
H -2.3765 -0.1669 1.5905 0.228
H -1.2423 2.3938 0.7033 0.188
H -2.6908 2.3371 1.4560 0.314
H -3.7486 1.3655 -0.0319 0.296
H -2.5597 0.8627 -1.2983 0.335
H -2.0374 -1.4793 -1.0649 0.463
H 2.6918 1.8217 -2.1807 0.395

---

25
Properties=species:S:1:pos:R:3:mulliken_charge:R:1 method="wB97M-V/def2-TZVPD" mol_weight_g_mol=169.2 homo_lumo_gap_ev=7.29 smiles="CP[C@@H]1C=CC(C)=[NH+]C(C)=N1" charge=+1 total_energy_ev=-20782.6654 e_lumo_ev=-5.14
C -3.4016 1.2774 -1.8623 -0.909
P -3.0428 1.3764 -0.1077 0.082
C -1.0955 0.6615 -0.1552 -0.081
C -0.7359 -0.6645 -0.7964 0.047
C 0.4595 -1.3650 -0.7923 -0.893
C 1.6780 -1.0306 -0.2046 1.108
C 2.7500 -2.0636 -0.3676 -1.437
N 1.8832 0.0183 0.5807 -0.187
C 0.7368 0.6485 1.3843 0.493
C 1.2362 1.1791 2.6700 -1.305
N -0.4642 0.8314 1.0791 -0.225
H -2.7997 1.9417 -2.4379 0.341
H -4.4332 1.5011 -2.1715 0.366
H -3.1030 0.2991 -2.1662 0.257
H -3.5220 0.0984 0.4213 0.066
H -0.7926 1.4321 -0.9501 0.251
H -1.5961 -1.0829 -1.5433 0.068
H 0.5465 -2.2946 -1.3145 0.412
H 3.6308 -1.8408 0.2084 0.397
H 2.9914 -2.1250 -1.3931 0.397
H 2.3084 -3.0352 -0.0956 0.393
H 2.8033 0.2494 0.9594 0.330
H 0.8311 0.5696 3.5378 0.267
H 0.9102 2.2727 2.8523 0.296
H 2.2212 1.1454 2.6647 0.468

---

32
Properties=species:S:1:pos:R:3:mulliken_charge:R:1 method="wB97M-V/def2-TZVPD" mol_weight_g_mol=279.2 homo_lumo_gap_ev=9.69 smiles="Nc1ccn(C[C@@H](CO)OCP(=O)(O)O)c(=O)n1" total_energy_ev=-34570.6005 e_lumo_ev=0.42
N 4.3376 1.2561 -1.1857 -0.401
C 3.3108 0.4660 -0.8310 0.932
C 2.5506 -0.2350 -1.8108 -0.776
C 1.5578 -1.0367 -1.3501 -0.011
N 1.3127 -1.1582 -0.0345 0.196
C 0.2421 -2.0018 0.4388 -1.377
C -1.1372 -1.2817 0.4376 0.514
C -1.5343 -0.7492 1.8321 -1.009
O -0.7777 0.3414 2.2816 -0.721
O -1.0568 -0.2879 -0.5649 -0.253
C -2.2732 0.2264 -1.0406 -0.444
P -2.9858 1.5700 0.0507 0.914
O -4.0692 1.1103 0.9189 -0.708
O -1.7325 2.2643 0.7316 -0.560
O -3.4526 2.7091 -0.9683 -0.545
C 2.0582 -0.3985 0.9117 0.575
O 1.7509 -0.4881 2.0902 -0.787
N 3.0524 0.3625 0.4538 -0.695
H 4.5554 1.4319 -2.1489 0.199
H 4.8212 1.7524 -0.4581 0.250
H 2.7582 -0.1353 -2.8618 0.313
H 0.9317 -1.6153 -2.0146 0.430
H 0.4927 -2.3138 1.4558 0.431
H 0.1911 -2.8809 -0.2076 0.425
H -1.9094 -2.0196 0.1602 0.317
H -1.4679 -1.5887 2.5373 0.491
H -2.5728 -0.4093 1.8019 0.397
H 0.1695 0.0758 2.3571 0.424
H -3.0254 -0.5631 -1.1519 0.357
H -2.0517 0.6435 -2.0255 0.290
H -1.3232 1.6721 1.4050 0.516
H -2.7235 3.2815 -1.2103 0.318

---

27
Properties=species:S:1:pos:R:3:mulliken_charge:R:1 method="wB97M-V/def2-TZVPD" mol_weight_g_mol=216.4 homo_lumo_gap_ev=8.25 charge=+1 total_energy_ev=-34656.0391 e_lumo_ev=-3.91
C 1.9374 -1.1243 -1.2173 -0.450
C 2.5861 -0.1063 -0.5692 0.585
C -1.9287 0.8415 -0.2605 0.040
C 0.3726 0.3992 -0.1672 0.334
C 4.0662 0.2204 -0.7165 -1.461
C -3.7556 -1.9456 1.0611 -1.046
C 2.0484 1.8708 0.8945 -0.978
C -3.2172 -1.2499 -0.1106 -0.349
N -0.6046 1.3077 0.0408 -0.089
N -2.0188 -0.4800 0.0381 -0.132
N 1.6796 0.8108 0.0408 0.200
S -3.0460 1.8013 -0.9745 -0.277
S 0.2319 -1.0196 -1.0112 0.097
H 2.3645 -1.9702 -1.7658 0.380
H 4.5311 0.2086 0.2940 0.409
H 4.2207 1.2246 -1.3020 0.308
H 4.7397 -0.5814 -1.1209 0.358
H -2.8505 -2.1144 1.6654 0.296
H -4.4641 -1.1833 1.6383 0.258
H -4.4142 -2.7978 0.8819 0.327
H 3.2053 1.8511 0.8832 0.322
H 1.7366 2.8590 0.3982 0.352
H 1.6725 1.8988 1.9239 0.346
H -3.2018 -1.7877 -1.0908 0.337
H -4.0256 -0.4847 -0.3352 0.183
H -0.3754 2.3398 0.1177 0.300
H -1.4901 -0.7883 0.7640 0.350

---

29
Properties=species:S:1:pos:R:3:mulliken_charge:R:1 method="wB97M-V/def2-TZVPD" mol_weight_g_mol=230.3 homo_lumo_gap_ev=9.07 total_energy_ev=-29412.3880 e_lumo_ev=0.74
N 4.5536 -0.4422 3.2771 -0.495
C 3.4379 -0.4045 2.5736 0.944
C 2.9474 0.8781 2.0795 -0.408
C 2.0250 1.0049 1.1572 -0.687
C 1.3068 -0.1279 0.8193 0.099
S 0.0266 0.0289 -0.2748 1.290
N -1.1741 0.3944 0.7701 -0.436
O 0.0941 1.0493 -1.2093 -0.679
O -0.1622 -1.2905 -0.8669 -0.802
C 1.5328 -1.3537 1.3710 -0.353
C 2.6638 -1.4986 2.2722 -0.802
H 4.9706 0.4017 3.7031 0.208
H 4.9473 -1.2147 3.7878 0.203
H 3.5057 1.8329 2.4342 0.113
H 1.7191 1.9862 0.8704 0.376
H -1.3362 -0.2166 1.6376 0.262
H -2.1163 0.5639 0.2782 0.460
H 1.0394 -2.2020 0.9633 0.507
H 2.9674 -2.4867 2.6696 0.261
H -3.7273 1.4170 -1.0039 0.123
N -3.0897 0.6752 -1.2723 -0.637
C -3.0820 0.3264 -2.4918 0.616
C -4.0436 0.7580 -3.5527 -0.981
N -2.2924 -0.7464 -2.8783 -0.480
H -3.7288 1.2170 -4.4634 0.322
H -4.7441 1.4184 -2.9237 0.250
H -4.7267 -0.1492 -3.8668 0.227
H -1.7105 -1.1944 -2.0676 0.288
H -1.8037 -0.6249 -3.7927 0.215

---

24
Properties=species:S:1:pos:R:3:mulliken_charge:R:1 method="wB97M-V/def2-TZVPD" mol_weight_g_mol=140.2 homo_lumo_gap_ev=9.07 charge=+1 total_energy_ev=-12048.0236 e_lumo_ev=-3.41
C 0.5354 2.3635 1.5967 -0.089
C 1.0556 1.4866 0.9495 -0.672
C -2.9129 -1.0133 0.1173 -0.381
C -1.7092 -1.7421 -0.6124 -0.728
C -2.0070 0.1889 0.1757 -0.543
C 2.8584 1.0567 -0.5755 -1.501
C 0.3393 -0.4671 -0.9144 -1.002
C 1.9054 0.4834 0.4168 0.833
N -0.7914 -0.7371 -0.0398 0.156
O 2.3957 -0.4921 1.2785 -0.459
H -0.2182 2.9983 1.9059 0.471
H -3.8359 -0.7790 -0.4168 0.303
H -3.4001 -1.4109 1.0297 0.307
H -1.3936 -2.8025 -0.4093 0.358
H -1.8764 -1.7758 -1.6230 0.344
H -2.2752 0.9265 -0.6011 0.273
H -1.9759 0.7454 1.0721 0.328
H 3.7652 1.4771 -0.0890 0.469
H 3.0946 0.3041 -1.2569 0.438
H 2.5841 1.8997 -1.1656 0.392
H 0.0787 0.1607 -1.7210 0.396
H 0.9840 -1.2769 -1.1624 0.471
H -0.5116 -1.2364 0.8341 0.430
H 3.3111 -0.3575 1.2109 0.407

---

Ordered energy relative to the best compared isomer or geometry (same formula, charge and spin) results: 155.6 525.3 596.0 65.3 123.2 3.7 89.9 0.0 604.3; unit kJ/mol.